{
  "formula": "C4H5NO",
  "method": "wB97M-V/def2-TZVPD",
  "species": ["O", "C", "C", "C", "N", "C", "H", "H", "H", "H", "H"],
  "coordinates": [[2.213, -0.266, -0.138], [0.863, -0.133, -0.101], [0.072, 0.849, 0.428], [-1.291, 0.437, 0.164], [-1.274, -0.823, -0.564], [-0.012, -1.134, -0.667], [2.615, 0.509, 0.282], [0.376, 1.753, 0.943], [-1.813, -0.252, 0.916], [-2.056, 1.128, -0.142], [0.307, -2.067, -1.121]],
  "nbo_charge": [-0.66, 0.26, -0.33, -0.31, -0.35, -0.03, 0.48, 0.22, 0.28, 0.23, 0.20],
  "e_lumo_ev": 0.73,
  "mol_weight_g_mol": 83.1,
  "energy_ev": -7764.942,
  "orbital_gap_ev": 9.8
}

{
  "formula": "C4H5NO",
  "method": "wB97M-V/def2-TZVPD",
  "species": ["C", "C", "C", "O", "C", "N", "H", "H", "H", "H", "H"],
  "coordinates": [[-0.764, -1.007, 0.239], [-0.043, 0.044, -0.122], [0.430, 0.446, -1.481], [0.305, 1.020, 0.852], [0.299, 0.577, 2.072], [0.304, 0.166, 3.158], [-0.939, -1.830, -0.439], [-1.201, -1.063, 1.230], [1.358, 1.020, -1.441], [-0.331, 1.067, -1.968], [0.582, -0.441, -2.100]],
  "nbo_charge": [-0.47, 0.31, -0.67, -0.48, 0.55, -0.40, 0.22, 0.23, 0.24, 0.24, 0.24],
  "e_lumo_ev": 0.72,
  "mol_weight_g_mol": 83.1,
  "energy_ev": -7764.798,
  "orbital_gap_ev": 10.7
}